{
  "formula": "C25H54BO6",
  "method": "ωB97M-V/def2-TZVPD",
  "elements": ["C", "H", "H", "C", "C", "C", "H", "H", "H", "H", "O", "H", "C", "H", "H", "C", "H", "C", "H", "H", "H", "H", "H", "C", "H", "H", "H", "H", "H", "B", "H", "H", "C", "H", "H", "C", "H", "H", "H", "H", "H", "H", "H", "O", "C", "C", "H", "H", "C", "H", "O", "H", "C", "C", "H", "H", "H", "C", "H", "C", "H", "H", "O", "H", "H", "H", "O", "H", "H", "C", "C", "C", "H", "C", "C", "H", "H", "O", "C", "C", "H", "H", "C", "H", "H", "H"],
  "xyz": [[0.410, 7.121, 1.073], [3.689, -0.641, -5.368], [3.414, -2.566, -5.592], [1.526, 2.369, 2.949], [2.380, 1.969, 4.122], [2.024, -4.704, -0.752], [-4.513, 5.612, 1.064], [-1.628, 0.457, -0.751], [-0.937, -3.840, -1.345], [-5.102, -2.505, 1.092], [-0.228, 6.150, 1.478], [-3.344, 5.226, -0.242], [-0.151, -3.810, -2.212], [0.616, -0.955, 0.850], [-5.061, -0.888, 0.315], [3.629, -6.688, 3.977], [-0.660, 8.464, 2.341], [0.143, 8.506, 1.598], [2.480, -3.629, -0.693], [-5.674, 7.449, -0.519], [1.200, -2.046, -1.548], [-0.898, -0.523, -3.248], [1.615, 0.230, -1.118], [0.613, 0.823, -0.960], [2.969, -0.850, -2.794], [0.413, -5.971, -1.752], [3.207, -2.728, -2.884], [2.564, 4.102, 2.244], [-3.588, -1.880, 0.401], [0.419, -2.283, -2.425], [-4.609, 8.713, -1.173], [2.064, 2.515, 5.015], [-0.508, -1.094, 0.498], [3.431, 2.173, 3.903], [2.447, 7.296, 0.442], [3.697, -8.112, 4.460], [1.042, 8.902, 2.076], [0.668, -4.477, 0.745], [0.828, -1.195, -4.509], [1.197, 4.444, 3.356], [0.487, 1.544, -1.877], [1.589, -6.555, 3.345], [4.496, -8.206, 5.203], [-4.132, -2.929, -1.810], [3.767, -1.699, -4.874], [-0.672, -0.241, -0.901], [2.758, -6.942, 2.039], [0.886, 3.958, 1.674], [-0.813, -1.167, -2.248], [1.571, 5.914, -0.252], [0.834, 1.545, 2.352], [-1.860, -1.735, -2.168], [-3.566, 5.892, 0.596], [1.250, -2.085, -3.863], [3.919, -8.778, 3.622], [-6.935, -1.684, -1.440], [2.654, -5.291, 2.691], [-4.676, -1.910, 0.280], [2.263, 0.896, 4.307], [2.853, -1.779, -3.505], [4.914, -1.850, -4.583], [-0.747, -4.111, -3.202], [4.397, -5.830, 4.410], [1.233, -3.077, -4.488], [0.639, 1.474, 0.037], [-0.172, 9.159, 0.779], [1.460, -5.080, 0.570], [-2.767, 5.798, 1.339], [2.948, -5.440, -0.925], [1.488, 6.968, 0.033], [1.550, 3.816, 2.534], [-5.013, -2.539, -1.045], [-6.563, -3.144, -2.384], [2.586, -6.354, 2.945], [-3.634, 7.316, 0.113], [1.598, -5.158, -2.996], [2.750, -8.391, 4.928], [-2.866, 8.174, 0.546], [0.998, -4.961, -2.006], [-6.470, -2.673, -1.400], [-0.687, -2.248, 0.388], [-6.976, -3.301, -0.662], [-4.677, 7.650, -0.919], [1.233, 7.553, -0.855], [-1.176, -0.694, 1.384], [-4.505, 7.062, -1.825]],
  "atomic_forces_ev_per_a": [[-0.9, -1.2, 0.6], [0.0, -2.1, 0.7], [0.8, 1.9, 1.3], [-1.0, -1.2, -0.9], [-0.1, -0.5, 0.0], [1.0, -0.6, -0.9], [0.0, -0.1, -0.2], [1.8, -1.4, -0.4], [1.3, -0.2, -1.3], [-0.1, 0.2, 0.0], [0.8, 1.3, -0.5], [-0.2, 0.0, 0.1], [-0.3, -1.3, -0.7], [-2.3, -0.4, -0.6], [-0.1, -0.1, 0.1], [0.7, 1.3, 0.3], [0.2, 0.0, -0.3], [-0.3, -0.1, 0.4], [-1.2, -1.9, -0.3], [0.0, -0.2, -0.2], [0.5, 0.1, 0.6], [0.1, -0.8, 2.2], [-2.0, 1.1, 0.5], [-0.5, -0.1, -0.1], [-0.2, -1.7, -1.6], [1.5, 1.8, -0.5], [-0.6, 2.0, -1.2], [0.0, 0.1, 0.2], [-0.2, 0.0, -0.1], [-0.6, 0.4, -0.4], [0.0, -0.2, 0.1], [0.2, 0.1, -0.1], [0.9, 0.0, 0.3], [-0.1, 0.1, 0.1], [-0.1, 0.2, -0.1], [0.4, 0.0, 0.4], [0.0, 0.1, -0.2], [1.7, -1.1, -0.7], [0.8, -1.7, 0.9], [0.2, 0.1, 0.0], [0.2, -1.3, 1.6], [0.0, -0.2, -0.2], [-0.2, 0.0, -0.1], [-1.5, 0.5, 1.1], [0.4, 0.0, 1.0], [-0.1, 1.1, 0.3], [-0.2, 0.0, 0.1], [0.2, 0.0, 0.3], [-1.5, 0.5, 0.2], [0.0, 0.2, 0.1], [1.0, 1.2, 1.1], [2.0, 1.2, -0.1], [0.4, 0.1, 0.4], [1.5, 0.4, -0.3], [-0.2, 0.0, 0.1], [-0.1, -0.1, 0.2], [0.0, -0.4, 0.0], [0.5, 0.0, 0.0], [0.0, 0.2, -0.1], [-0.5, -1.1, -0.6], [-2.3, 0.2, -0.8], [1.0, 0.4, 2.0], [-0.8, -1.1, -0.4], [0.1, 1.8, 0.7], [0.0, -1.5, -2.2], [0.1, 0.0, 0.1], [-1.1, 1.6, -1.2], [-0.1, 0.0, -0.2], [-2.0, 1.4, 0.6], [-0.1, -0.5, -0.1], [-0.3, -0.2, -0.4], [1.6, -0.6, -1.2], [0.1, 0.1, 0.2], [0.4, 0.5, 0.2], [1.0, 0.9, 0.6], [-1.0, 0.6, 1.9], [0.0, -0.1, -0.2], [-0.9, -0.9, -0.6], [-0.9, -0.4, 0.7], [0.0, -0.2, -0.5], [0.2, 2.2, 0.0], [-0.1, 0.2, 0.0], [0.1, 0.5, -0.1], [0.2, 0.1, 0.1], [1.2, -0.7, -1.9], [-0.2, -0.1, 0.1]],
  "homo_energy_ev": -4.53,
  "total_charge": -1,
  "e_lumo_ev": 2.098
}

---

{
  "formula": "C25H54F4N4O11PS2",
  "method": "ωB97M-V/def2-TZVPD",
  "elements": ["C", "C", "H", "C", "C", "O", "O", "H", "H", "H", "H", "H", "C", "H", "F", "H", "H", "H", "C", "H", "H", "H", "H", "O", "C", "O", "H", "F", "O", "H", "H", "H", "C", "F", "H", "C", "H", "H", "H", "S", "H", "H", "H", "C", "H", "C", "C", "H", "H", "C", "P", "C", "H", "H", "N", "H", "C", "O", "O", "O", "N", "H", "C", "H", "C", "H", "O", "C", "H", "O", "H", "H", "H", "C", "S", "H", "H", "H", "H", "H", "H", "C", "C", "H", "N", "F", "C", "H", "H", "N", "H", "C", "H", "H", "H", "O", "H", "C", "H", "C", "H"],
  "xyz": [[8.231, 1.108, 0.099], [-5.060, -4.962, -6.335], [2.558, 3.278, -4.560], [6.082, 2.610, 0.402], [-0.357, -2.512, 7.708], [-1.080, 2.968, 1.899], [1.461, 4.371, -2.022], [0.417, -1.196, 2.494], [3.703, 4.649, -0.721], [7.471, 2.538, -1.505], [0.602, 3.022, -4.658], [-4.962, 3.076, 0.189], [0.203, 0.528, 0.920], [-5.838, -5.585, -3.763], [1.473, -0.223, -2.320], [-3.929, 4.501, -0.097], [1.658, 1.551, 2.343], [-4.124, -5.075, -3.742], [-0.905, -0.612, 6.224], [-0.087, 0.547, -0.211], [-4.497, -0.974, -0.925], [-4.263, -4.500, -6.924], [0.966, -1.673, 0.739], [-2.449, -1.859, 2.374], [8.074, -0.521, 0.267], [-1.168, -3.382, 0.545], [2.383, 0.075, 1.431], [3.615, 0.422, -3.148], [3.420, 2.931, 0.949], [-5.874, -2.305, -4.385], [8.883, -1.113, -0.375], [-7.561, -2.300, -0.956], [2.345, 2.156, 0.260], [4.553, -0.138, 0.051], [5.705, 1.885, 1.268], [3.618, -0.737, -0.925], [-4.826, 2.265, 2.602], [5.473, 4.046, -1.293], [4.981, 4.571, 0.723], [-1.505, -1.895, 0.948], [-3.303, 1.356, 2.372], [-5.009, 4.461, 1.321], [-6.705, 1.223, -1.805], [2.666, 1.840, -1.304], [1.713, 1.512, -4.471], [-6.282, 0.459, -2.465], [-5.157, -4.734, -3.853], [1.456, 2.950, 0.201], [7.600, -1.921, 2.068], [2.809, 0.319, -1.873], [4.564, 3.558, -0.256], [-5.153, -1.573, -1.562], [-5.968, -5.007, -6.944], [-1.812, -1.526, 3.095], [-3.340, 3.234, 1.479], [8.165, -0.146, 2.616], [1.635, 2.665, -4.181], [-1.059, -0.052, 5.146], [4.056, 2.382, -1.472], [-8.676, -0.739, -1.623], [-6.371, -0.830, -1.811], [-0.583, -1.787, 8.495], [1.722, 1.035, 1.268], [9.451, -1.409, 1.999], [-0.260, -2.741, 5.227], [0.537, -2.278, 4.638], [-2.162, -1.211, -0.277], [0.153, -1.086, 1.357], [-0.531, 1.134, 1.621], [-0.076, 2.411, -2.034], [0.676, -2.854, 7.820], [-1.810, 4.152, 0.419], [-1.168, -2.786, 4.618], [-1.998, 3.461, 1.257], [1.396, 2.835, -2.299], [6.350, 1.024, -1.360], [-4.763, -5.973, -6.041], [0.037, -3.751, 5.520], [-3.350, 2.733, 3.497], [7.032, -0.943, -0.062], [-5.241, 0.705, -2.693], [-3.737, 2.345, 2.550], [6.956, 1.807, -0.728], [2.814, -1.451, -0.410], [-0.517, -1.924, 6.395], [4.401, -1.631, -1.853], [-5.705, -2.834, -5.338], [-1.074, -0.084, 7.177], [-6.865, 0.430, -3.390], [-5.317, -4.145, -5.167], [8.247, 1.552, 1.206], [-7.609, -1.313, -1.444], [9.270, 1.336, -0.394], [-5.383, -4.008, -3.067], [-1.038, -3.364, 7.799], [-5.859, -2.273, -6.415], [6.840, 3.366, 0.929], [8.338, -1.013, 1.842], [-4.658, -1.770, -2.518], [-4.368, 3.858, 0.672], [-5.366, -2.524, -1.065]],
  "atomic_forces_ev_per_a": [[-0.4, -0.6, 0.3], [-0.1, 0.3, -0.2], [-1.8, -1.2, 1.0], [0.9, -2.1, 0.6], [0.0, -0.1, -0.2], [-1.0, 0.5, -0.1], [0.9, -5.1, -0.8], [-0.8, 0.0, -2.1], [-0.8, -1.4, 0.0], [-1.4, -1.2, 1.6], [2.4, -0.4, 1.4], [-0.1, 0.2, -0.1], [-0.1, -1.0, 0.6], [0.1, 0.0, 0.2], [3.9, 1.0, 1.6], [0.0, -0.1, 0.2], [0.3, -1.0, -2.5], [-0.1, 0.0, 0.2], [0.2, -0.7, -0.3], [0.5, 0.3, 2.1], [0.1, -0.3, -0.1], [-0.1, -0.2, -0.1], [-2.1, 0.8, 1.1], [2.6, 0.8, -1.0], [0.8, -0.7, 0.6], [-1.3, 5.0, 2.5], [-0.8, 1.9, -0.5], [-2.5, -0.4, 3.4], [-1.6, -2.6, -2.7], [0.0, -0.1, 0.0], [-1.7, 1.4, 1.2], [0.1, 0.0, 0.0], [-2.2, 2.1, 1.9], [-3.1, -1.8, -3.2], [1.1, 1.1, -1.8], [0.7, -1.5, -0.4], [0.2, 0.1, -0.1], [0.1, 0.0, 0.1], [-0.1, -0.1, 0.0], [0.3, -3.5, -5.2], [-0.1, 0.0, 0.2], [-0.1, 0.0, -0.2], [0.1, 0.1, -0.2], [4.2, 0.0, 1.1], [0.1, 2.5, 0.8], [-0.3, 0.1, 0.0], [0.0, 0.0, -0.2], [1.6, -1.7, 0.0], [1.6, 2.0, -0.3], [0.4, 0.8, -2.5], [2.1, 3.9, 0.9], [0.1, 0.3, 0.1], [0.2, -0.1, -0.1], [-1.2, -0.3, -1.2], [1.2, 0.3, -0.3], [0.2, -1.7, -1.6], [-0.3, -1.2, -1.0], [0.1, -0.8, 0.4], [-4.1, -1.9, -0.3], [0.8, -0.2, 0.0], [-1.4, -0.8, 0.4], [0.0, -0.1, -0.2], [-0.1, -0.3, 0.8], [-2.4, 0.9, -0.4], [0.0, 0.3, -0.2], [0.0, -0.2, -0.1], [1.6, -1.4, 5.1], [1.1, 1.4, 0.2], [1.4, -1.4, -1.9], [4.5, -0.2, -0.5], [-0.1, -0.1, 0.2], [-0.1, -0.1, 0.0], [0.1, -0.2, 0.0], [-0.4, -0.2, 0.2], [-5.3, 5.1, -0.5], [1.2, 1.5, 1.5], [-0.1, 0.2, 0.1], [-0.1, 0.2, 0.0], [-0.1, -0.2, 0.0], [1.9, 1.2, 0.6], [-0.2, -0.2, 0.1], [0.3, -0.1, 0.1], [1.4, 0.1, 0.6], [2.2, 1.7, -0.8], [-0.4, 1.4, 0.1], [-1.9, 2.5, 2.8], [0.2, -0.5, -0.5], [0.0, -0.1, 0.0], [0.1, 0.2, 0.1], [-0.4, 1.3, 0.1], [0.0, -0.8, -2.5], [0.4, 0.7, -0.4], [-2.0, -0.4, 0.9], [0.0, -0.1, -0.2], [0.1, 0.0, 0.2], [0.2, -0.7, 0.7], [-1.8, -1.4, -1.3], [0.0, -0.6, -0.3], [0.2, 0.0, 0.2], [0.1, -0.2, 0.2], [0.0, 0.2, 0.0]],
  "homo_energy_ev": -3.99,
  "total_charge": -1,
  "e_lumo_ev": 1.689
}

---

{
  "formula": "C25H54GeN6O5RuSSi3",
  "method": "ωB97M-V/def2-TZVPD",
  "elements": ["H", "H", "C", "C", "H", "H", "Ru", "H", "H", "H", "H", "H", "H", "C", "O", "H", "C", "H", "Ge", "H", "H", "H", "O", "N", "N", "H", "C", "C", "H", "C", "H", "C", "C", "C", "H", "C", "Si", "H", "H", "H", "H", "H", "N", "H", "Si", "C", "H", "H", "H", "C", "H", "H", "H", "H", "H", "O", "H", "H", "C", "H", "C", "C", "C", "C", "N", "H", "H", "H", "O", "H", "H", "N", "H", "H", "H", "C", "S", "H", "H", "H", "C", "C", "C", "C", "N", "H", "H", "C", "Si", "H", "H", "C", "H", "H", "H", "O"],
  "xyz": [[3.943, 0.619, -0.404], [-5.141, 1.424, -2.725], [5.693, -3.198, 1.638], [3.274, -2.793, 1.134], [-1.936, -0.720, 5.047], [2.373, 2.292, -1.741], [0.816, 0.497, -0.312], [1.853, 0.976, 2.005], [-3.532, -2.055, -1.637], [-1.201, 3.342, 1.475], [6.932, -2.850, 0.026], [0.464, 3.929, 1.663], [-0.662, 4.782, 0.631], [-0.350, 3.784, 0.947], [-1.759, -1.152, 3.222], [-0.388, 4.526, -2.227], [0.903, -0.025, -7.198], [-3.363, -0.537, 8.830], [-1.483, 0.538, -0.320], [-0.521, -4.062, -3.284], [2.863, 1.506, -5.156], [-0.476, 2.931, -2.974], [-1.830, 0.221, 1.496], [-3.496, -1.800, 6.643], [2.505, -0.758, 0.149], [-4.442, 2.350, 0.330], [0.645, -0.803, -3.192], [1.868, 1.933, -5.014], [1.235, -2.289, 0.708], [-1.178, 0.992, 6.072], [-2.122, 0.551, 8.364], [-4.658, 1.282, 0.397], [0.289, -0.079, 2.742], [4.845, -1.129, 0.460], [-3.999, -2.272, 7.376], [3.778, -0.356, 0.038], [0.157, 2.819, -0.578], [-0.784, -2.889, -1.304], [-1.391, 1.535, 4.012], [-0.374, 0.846, 6.801], [0.158, -0.780, -7.457], [-5.743, 1.171, 0.303], [6.849, -3.203, 0.965], [-1.849, 0.445, -5.663], [-3.868, 0.313, -0.976], [-0.716, 3.494, -2.072], [-1.801, 3.525, -1.952], [1.662, -3.877, -2.054], [-1.405, 2.126, -5.935], [-2.732, -0.738, 6.899], [2.307, -2.994, -3.436], [5.849, -0.736, 0.372], [2.672, 2.653, -0.013], [-3.968, 0.331, -3.455], [1.890, -0.487, -7.247], [-0.292, -2.073, -1.457], [0.396, -0.564, 4.810], [1.769, 2.227, -3.968], [-1.185, -0.398, 2.472], [-1.365, -2.609, -3.859], [-0.385, -3.055, -3.685], [-4.096, -1.524, -0.869], [2.270, -1.975, 0.673], [2.030, 2.856, -0.872], [0.861, 0.897, 1.782], [-4.368, 0.911, 1.378], [0.840, -1.011, 2.614], [1.815, 2.835, -5.627], [0.697, -0.668, -4.466], [-0.101, 2.353, 4.859], [1.465, 0.721, 4.347], [-1.961, -0.237, 5.940], [-1.823, 1.797, 6.430], [3.047, -3.751, 1.581], [0.868, 0.752, -7.966], [-4.112, 1.061, -2.657], [5.428, -3.944, 3.069], [-5.156, -1.743, -1.029], [7.623, -3.733, 1.338], [-3.458, 1.911, -2.849], [0.448, 0.346, 4.211], [-0.575, 1.381, 4.726], [1.798, -2.882, -2.479], [-1.186, 1.245, -5.327], [-2.765, -0.176, 8.105], [-3.824, -1.917, 0.112], [-1.435, 1.482, -4.292], [4.599, -2.367, 1.044], [0.578, 0.713, -5.544], [2.429, -2.291, -1.820], [0.128, -3.144, -4.638], [0.432, -2.234, -2.700], [2.191, 3.913, -1.120], [0.468, 1.812, 1.996], [-3.508, -2.217, 5.728], [0.757, 0.151, -2.412]],
  "atomic_forces_ev_per_a": [[0.0, 0.0, 0.0], [0.0, 0.0, 0.0], [0.0, 0.0, 0.0], [0.0, 0.0, 0.0], [0.0, 0.0, 0.0], [0.0, 0.0, 0.0], [-0.2, 0.0, 0.1], [0.0, 0.0, 0.1], [0.0, 0.0, 0.0], [0.0, 0.0, 0.0], [0.0, 0.0, 0.0], [0.0, 0.0, 0.0], [0.0, 0.0, 0.0], [0.0, 0.0, 0.0], [0.0, -0.1, 0.0], [0.0, 0.0, 0.0], [0.0, 0.0, 0.0], [0.0, 0.0, 0.0], [-0.1, -0.1, 0.2], [0.0, 0.0, 0.0], [0.0, 0.0, 0.0], [0.0, 0.0, 0.0], [0.0, -0.2, 0.0], [0.0, 0.0, 0.0], [0.1, 0.1, -0.2], [0.0, 0.0, 0.0], [-0.2, -0.1, 0.1], [0.0, 0.0, 0.0], [0.0, 0.0, 0.0], [0.0, 0.0, 0.0], [0.0, 0.0, 0.0], [-0.1, 0.0, -0.1], [-0.1, -0.1, -0.1], [0.0, 0.0, 0.0], [0.0, 0.0, 0.0], [0.0, 0.0, 0.0], [0.0, 0.0, -0.2], [0.0, 0.0, 0.0], [0.0, 0.0, 0.0], [0.0, 0.0, 0.0], [0.0, 0.0, 0.0], [0.0, 0.0, 0.0], [0.0, 0.0, 0.0], [0.0, 0.0, 0.0], [0.2, 0.2, 0.0], [0.0, 0.0, 0.0], [0.0, 0.0, 0.0], [0.0, 0.0, 0.0], [0.0, 0.0, 0.0], [0.0, 0.1, 0.0], [0.0, 0.0, 0.0], [0.0, 0.0, 0.0], [0.0, 0.0, 0.0], [0.0, 0.0, 0.0], [0.0, 0.0, 0.0], [0.0, -0.1, 0.1], [0.0, 0.0, 0.0], [0.0, 0.0, 0.0], [0.0, 0.3, -0.1], [0.0, 0.0, 0.0], [-0.1, 0.0, 0.1], [-0.1, 0.0, 0.0], [0.1, 0.0, 0.1], [0.1, 0.0, 0.0], [0.1, 0.1, 0.2], [0.0, 0.0, 0.0], [0.0, 0.0, -0.1], [0.0, 0.0, 0.0], [0.1, -0.2, 0.0], [0.0, 0.0, 0.0], [0.0, 0.0, 0.0], [0.0, 0.0, 0.1], [0.0, 0.0, 0.0], [0.0, 0.0, 0.0], [0.0, 0.0, 0.0], [0.0, -0.1, 0.0], [0.0, 0.0, 0.0], [0.0, 0.0, 0.0], [0.0, 0.0, 0.0], [0.0, 0.0, 0.0], [0.0, 0.0, 0.0], [0.0, 0.0, 0.0], [0.0, 0.0, -0.1], [0.0, 0.0, 0.0], [0.0, 0.0, 0.0], [0.0, 0.0, 0.0], [0.0, 0.0, 0.0], [0.0, 0.0, 0.0], [0.0, 0.1, 0.0], [0.0, 0.0, 0.0], [0.0, 0.0, 0.0], [0.0, 0.1, -0.1], [0.0, 0.0, 0.0], [0.0, 0.0, 0.0], [0.0, 0.0, 0.0], [0.3, 0.2, -0.2]],
  "homo_energy_ev": [-14.50, -14.50],
  "spin_multiplicity": 2,
  "total_charge": 3,
  "e_lumo_ev": [-8.310, -8.727]
}

---

Number 1: energy -1461.0980 hartree. Number 2: energy -3568.4489 hartree. Number 3: energy -5127.6207 hartree.